C3H3NS2 | wB97M-V/def2-TZVPD

SMILES string: C=C=NC(=S)S
LUMO level: -0.45 eV
E_tot: -967.14058 Eh
2S+1: 1
F_max: 5.52 eV/Å
Kohn-Sham gap: 8.136 eV
Net charge: 0
ΔE to the lowest compared entry with this formula, charge and spin: 47.31 kcal/mol

Element x y z (Å)
C: -0.85450 2.15622 0.07374
C: -0.21215 1.06669 -0.01682
N: 0.45864 0.08146 -0.30418
C: 0.63109 -1.21099 -0.32867
S: -0.34082 -2.12036 -1.31737
S: 1.74648 -2.00225 0.70736
H: -1.70419 2.59277 -0.49001
H: -0.97167 2.54351 1.17179
H: 1.24711 -3.10704 0.50417

Here are the natural (NBO) charges for atoms 1 to 8, given in e: C -0.626; C 0.488; N -0.454; C -0.110; S -0.110; S 0.149; H 0.274; H 0.258